# 1
{
  "formula": "C16H27N4Y",
  "method": "the ωB97M-V functional and the def2-TZVPD basis",
  "total_charge": 2,
  "orbital_gap_ev": [5.89, 5.66],
  "e_lumo_ev": [-8.5773, -8.8091],
  "species": ["Y", "C", "C", "C", "C", "C", "C", "C", "C", "C", "C", "H", "H", "H", "H", "H", "H", "H", "H", "H", "H", "H", "H", "H", "H", "H", "C", "N", "C", "N", "C", "N", "C", "N", "C", "C", "H", "H", "H", "H", "H", "H", "H", "H", "H", "H", "H", "H"],
  "coordinates": [[1.4780, -1.3146, -1.4136], [3.0401, -0.2868, 1.0464], [1.8637, 0.1765, 1.5968], [1.5356, 1.4228, 0.9286], [2.4792, 1.6516, -0.1331], [3.4495, 0.6707, -0.0369], [4.7726, 0.5941, -0.7247], [2.4351, 2.8380, -1.0467], [0.5230, 2.4029, 1.3791], [1.0769, -0.3814, 2.7414], [3.9040, -1.4283, 1.4794], [5.5546, 0.8858, -0.0164], [4.8303, 1.2695, -1.5752], [5.0236, -0.4210, -1.0427], [2.4884, 3.7649, -0.4728], [1.5035, 2.8600, -1.6144], [3.2662, 2.8351, -1.7481], [-0.3158, 2.4458, 0.6769], [0.9462, 3.4098, 1.3710], [0.1396, 2.1775, 2.3711], [1.1662, 0.2680, 3.6146], [1.4321, -1.3689, 3.0285], [0.0173, -0.4564, 2.4932], [4.8634, -1.0409, 1.8319], [4.1322, -2.1219, 0.6640], [3.4473, -1.9852, 2.2940], [-2.0048, -1.2790, -2.1370], [-3.4372, -1.3057, -2.1090], [-3.8914, -2.2323, -1.0664], [-3.3997, -1.7818, 0.2402], [-1.9618, -1.7556, 0.2323], [-1.4338, -0.8237, -0.8217], [-2.0229, 0.5239, -0.5385], [-3.4623, 0.4903, -0.5261], [-3.9555, 0.0378, -1.8321], [-3.9229, -0.4392, 0.5130], [-1.6721, -0.5885, -2.9190], [-1.6382, -2.2921, -2.3507], [-3.5010, -3.2300, -1.2743], [-4.9788, -2.2678, -1.0560], [-1.5830, -2.7639, 0.0404], [-1.6032, -1.4132, 1.2049], [-1.6846, 1.2224, -1.3082], [-1.6681, 0.8518, 0.4389], [-3.6158, 0.7264, -2.6074], [-5.0434, 0.0163, -1.8261], [-5.0107, -0.4657, 0.5260], [-3.5617, -0.0977, 1.4845]],
  "forces_ev_per_a": [[-0.618, 1.827, 1.963], [-0.066, -0.177, -0.723], [-0.358, -0.275, -0.242], [-0.055, -0.189, 0.038], [-0.098, -0.096, -0.457], [-0.386, -0.794, -0.336], [-0.056, 0.098, 0.119], [0.097, -0.061, 0.149], [-0.006, -0.013, -0.204], [0.203, 0.036, -0.008], [-0.132, 0.176, 0.127], [0.040, -0.002, -0.058], [0.040, -0.048, -0.028], [0.040, 0.017, -0.038], [0.009, 0.023, -0.035], [0.007, 0.078, -0.001], [-0.020, 0.028, -0.019], [-0.011, 0.046, 0.030], [0.017, -0.009, 0.090], [-0.031, 0.003, -0.009], [-0.041, -0.025, 0.024], [-0.024, -0.002, 0.020], [-0.008, 0.035, 0.067], [0.026, -0.074, -0.002], [0.060, -0.031, 0.019], [0.040, -0.065, -0.024], [-0.211, 0.110, 0.154], [-0.316, -0.253, -0.552], [0.289, 0.254, 0.094], [-0.234, -0.323, 0.265], [-0.160, 0.046, 0.048], [1.402, -0.550, -0.501], [-0.058, 0.155, 0.020], [-0.216, 0.306, 0.036], [0.324, -0.122, 0.238], [0.349, -0.027, -0.228], [0.040, -0.003, 0.007], [0.047, 0.004, 0.012], [-0.064, -0.019, -0.008], [0.003, -0.004, -0.011], [0.030, 0.011, -0.013], [0.065, -0.015, -0.033], [0.060, -0.011, 0.017], [0.056, -0.046, -0.006], [-0.042, 0.003, -0.010], [0.004, -0.009, -0.004], [0.003, 0.000, -0.002], [-0.044, -0.017, 0.018]],
  "lowdin_charge": [1.602, -0.263, -0.225, -0.145, -0.237, -0.251, -0.017, -0.012, 0.011, -0.011, -0.020, 0.116, 0.085, 0.083, 0.101, 0.089, 0.082, 0.086, 0.109, 0.097, 0.108, 0.085, 0.067, 0.111, 0.079, 0.086, -0.216, -0.087, -0.130, -0.084, -0.184, -0.135, -0.185, -0.081, -0.129, -0.129, 0.124, 0.119, 0.135, 0.142, 0.125, 0.113, 0.131, 0.106, 0.136, 0.141, 0.141, 0.136]
}

***

# 2
{
  "formula": "C16H27O2Si",
  "method": "the ωB97M-V functional and the def2-TZVPD basis",
  "total_charge": 1,
  "orbital_gap_ev": 8.62,
  "e_lumo_ev": -3.5615,
  "species": ["C", "C", "C", "C", "C", "O", "Si", "C", "C", "C", "H", "H", "H", "H", "H", "H", "H", "H", "H", "H", "H", "H", "H", "H", "H", "H", "H", "H", "C", "O", "C", "C", "C", "C", "C", "C", "C", "H", "H", "H", "H", "H", "H", "H", "H", "H"],
  "coordinates": [[0.9942, -2.8104, 2.1710], [0.5528, -2.2467, 0.8134], [1.0265, -0.8602, 0.5645], [1.7516, -0.4596, -0.6917], [3.0756, 0.1867, -0.2462], [0.9542, 0.0178, 1.4628], [-0.7908, 0.9590, 2.5387], [-0.2759, 0.3516, 4.2023], [-0.3667, 2.6866, 2.0423], [-2.2789, 0.1985, 1.7491], [0.8781, -3.8990, 2.1719], [2.0526, -2.5883, 2.3557], [0.3944, -2.3933, 2.9877], [0.9424, -2.8695, -0.0070], [-0.5482, -2.2561, 0.7151], [1.9513, -1.3796, -1.2637], [3.7089, 0.3735, -1.1182], [2.8719, 1.1340, 0.2734], [3.6100, -0.4816, 0.4427], [-0.9555, 0.8263, 4.9263], [-0.3559, -0.7409, 4.2968], [0.7574, 0.6502, 4.4334], [-1.2608, 3.3085, 2.2001], [0.4528, 3.0759, 2.6645], [-0.0670, 2.7556, 0.9856], [-3.0649, 0.9697, 1.7905], [-2.1285, -0.0891, 0.6990], [-2.6175, -0.6782, 2.3213], [1.3979, 2.0869, -3.2846], [1.7479, 0.8648, -2.6283], [0.9828, 0.4997, -1.4843], [-0.3987, -0.0076, -1.9351], [-1.5184, 0.8179, -1.7997], [-2.7703, 0.3562, -2.2246], [-2.8902, -0.9135, -2.7965], [-1.7622, -1.7264, -2.9369], [-0.5097, -1.2725, -2.5056], [1.9148, 2.0467, -4.2488], [0.3140, 2.2015, -3.4495], [1.7635, 2.9536, -2.7105], [0.8042, 1.3977, -0.8474], [-1.3884, 1.8155, -1.3663], [-3.6419, 1.0020, -2.1088], [-3.8647, -1.2679, -3.1358], [-1.8366, -2.7155, -3.3887], [0.3912, -1.8805, -2.6299]],
  "forces_ev_per_a": [[0.001, 0.066, 0.103], [-0.028, -0.516, -0.575], [0.098, 1.216, 1.102], [1.505, -1.500, 0.871], [0.404, -0.135, 0.103], [-1.650, -0.054, -0.287], [1.550, -0.975, -0.776], [-0.058, 0.153, 0.009], [0.084, -0.022, 0.163], [0.030, -0.098, 0.240], [-0.057, 0.251, 0.020], [-0.258, -0.043, 0.019], [0.230, -0.121, -0.159], [-0.250, 0.112, 0.283], [0.287, 0.037, 0.003], [0.003, 0.387, 0.035], [-0.185, -0.032, 0.194], [0.100, -0.306, -0.187], [-0.024, 0.228, -0.162], [0.208, -0.186, 0.068], [-0.097, 0.395, -0.042], [-0.358, -0.014, -0.072], [0.239, -0.024, -0.084], [-0.265, -0.084, -0.207], [-0.189, -0.071, 0.322], [0.078, -0.262, -0.121], [-0.025, 0.192, 0.226], [0.069, 0.261, -0.198], [0.065, -0.113, 0.173], [0.032, -0.152, 0.261], [-2.044, 1.947, -1.548], [0.502, 0.282, 0.435], [-0.079, -0.432, -0.115], [0.194, 0.128, 0.053], [0.089, 0.077, 0.112], [0.348, 0.058, 0.069], [-0.476, -0.030, -0.118], [-0.200, 0.119, 0.224], [0.298, -0.215, 0.035], [-0.090, -0.215, -0.092], [0.138, -0.242, -0.263], [-0.176, -0.308, -0.147], [0.182, -0.236, -0.109], [0.298, 0.103, 0.103], [-0.097, 0.270, 0.095], [-0.424, 0.101, -0.056]],
  "lowdin_charge": [-0.051, -0.143, -0.273, -0.262, -0.002, -0.006, 0.763, -0.161, -0.151, -0.147, 0.090, 0.093, 0.060, 0.127, 0.139, 0.153, 0.099, 0.097, 0.097, 0.054, 0.037, 0.059, 0.054, 0.056, 0.037, 0.057, 0.026, 0.054, -0.054, -0.136, -0.317, -0.176, -0.060, -0.073, -0.070, -0.055, -0.021, 0.100, 0.089, 0.095, 0.146, 0.117, 0.111, 0.112, 0.112, 0.124]
}

***

# 3
{
  "formula": "C16H28AlN7OS3",
  "method": "the ωB97M-V functional and the def2-TZVPD basis",
  "total_charge": 2,
  "orbital_gap_ev": 7.48,
  "e_lumo_ev": -6.5450,
  "species": ["Al", "C", "S", "C", "S", "N", "N", "C", "C", "C", "C", "C", "C", "N", "H", "H", "H", "H", "H", "H", "H", "H", "C", "N", "C", "C", "O", "N", "C", "C", "H", "H", "H", "H", "H", "H", "H", "H", "H", "H", "H", "H", "C", "N", "C", "S", "N", "C", "H", "H", "H", "H", "H", "H", "H", "H"],
  "coordinates": [[-0.1002, -0.0760, -0.5723], [-2.2777, -3.8193, 3.0235], [-1.8868, -2.0762, 3.2553], [-1.3296, -1.5266, 1.7320], [-0.5187, 0.0685, 1.7311], [-1.4758, -2.3093, 0.6708], [-0.9989, -1.8457, -0.4817], [-1.3482, -2.3319, -1.5962], [-0.6124, -1.8299, -2.7806], [-0.8206, -2.3592, -4.0684], [-0.1814, -1.7074, -5.1306], [0.6736, -0.6743, -4.8359], [0.8463, -0.2645, -3.5021], [0.1075, -0.7647, -2.5265], [-2.8182, -4.1332, 3.9132], [-1.3424, -4.3478, 2.9191], [-2.8880, -3.8557, 2.0685], [-1.9474, -3.2560, -1.7194], [-1.3301, -3.2781, -4.1766], [-0.3733, -1.9182, -6.1953], [1.1321, -0.1212, -5.6224], [1.4824, 0.5787, -3.2513], [3.1682, 2.5402, 1.7272], [2.7792, 1.8086, 0.5467], [2.7782, 2.6277, -0.6782], [2.4977, 0.4939, 0.4857], [1.6889, 0.0757, -0.4412], [2.9873, -0.4355, 1.3094], [4.2328, -0.3654, 2.1156], [2.4684, -1.8104, 1.4229], [2.6673, 3.5209, 1.7781], [4.2301, 2.7612, 1.7022], [2.9233, 1.9483, 2.6355], [3.6442, 3.2743, -0.6527], [1.8954, 3.3280, -0.7003], [2.7537, 1.8899, -1.5362], [4.8891, 0.3913, 1.7632], [4.7405, -1.3281, 2.0206], [3.9936, -0.1929, 3.1660], [1.4416, -1.8502, 1.1165], [2.5165, -2.0224, 2.4477], [3.1239, -2.5030, 0.8520], [-4.7811, 0.7121, 0.7759], [-3.5685, 0.6634, -0.0022], [-2.6780, 1.6735, -0.1252], [-1.5519, 1.4820, -1.4574], [-2.6397, 2.6560, 0.6934], [-1.6758, 3.7534, 0.5931], [-5.3705, -0.2028, 0.6977], [-5.4834, 1.5150, 0.5337], [-4.5689, 0.7883, 1.8470], [-3.5240, -0.0533, -0.6986], [-3.2433, 2.6211, 1.5065], [-1.7659, 4.3414, 1.4981], [-1.9178, 4.4142, -0.2448], [-0.6432, 3.3318, 0.4482]],
  "forces_ev_per_a": [[0.331, -0.166, -0.016], [-0.683, 0.610, -1.660], [0.143, 0.576, 0.632], [0.536, -0.210, -1.173], [-0.632, -0.805, -0.274], [-0.757, -0.296, 1.711], [0.318, 1.692, 0.452], [0.577, -2.087, -1.560], [-2.284, -1.247, -0.643], [1.448, 1.041, 0.733], [-0.620, -0.268, -0.270], [0.101, 0.501, 1.147], [-0.164, 0.727, -1.208], [1.416, 0.742, 0.563], [-0.087, 0.008, -0.138], [0.057, -0.341, -0.084], [0.629, -0.449, 1.348], [0.070, 0.763, 0.433], [-0.831, -0.600, -0.228], [0.080, -0.324, 0.762], [0.513, 0.214, -0.331], [-0.004, -0.139, -0.059], [0.164, -0.309, 1.225], [-0.143, -0.014, -0.495], [-1.430, -0.809, -0.488], [-0.027, -0.549, 0.485], [-0.231, 0.239, -0.497], [0.775, 0.053, 0.356], [-0.733, 0.007, 0.007], [0.343, 0.660, -1.709], [-0.155, -0.526, -0.146], [0.279, -0.043, 0.167], [0.178, 0.542, -0.562], [0.439, -0.169, -0.279], [0.608, -0.868, -0.089], [0.181, 1.398, 0.741], [0.475, 0.718, -0.322], [-0.086, 0.169, -0.013], [0.043, -0.033, -0.039], [-0.313, -0.226, -0.283], [0.001, -0.641, 1.450], [-0.562, 0.377, 0.289], [-0.803, -0.018, 1.341], [0.040, 0.987, -0.143], [-0.454, -2.894, -1.117], [0.203, 0.255, -0.060], [-0.014, 1.325, 0.901], [0.672, -0.130, -0.215], [0.424, -0.086, -0.336], [0.399, 0.188, -0.345], [0.165, 0.067, -0.023], [0.174, -0.018, -0.337], [-0.038, 0.144, -0.126], [0.249, -0.027, 0.157], [0.042, -0.254, 0.041], [-1.022, 0.544, 0.326]],
  "lowdin_charge": [-0.187, -0.348, 0.909, -1.013, 0.734, -0.029, -0.072, 0.013, -0.226, 0.054, -0.001, 0.001, -0.045, 0.030, 0.047, 0.039, 0.061, 0.167, 0.117, 0.143, 0.119, 0.126, -0.034, -0.117, 0.003, -0.423, -0.034, -0.074, 0.000, -0.003, 0.108, 0.098, 0.110, 0.095, 0.107, 0.108, 0.083, 0.105, 0.107, 0.040, 0.086, 0.129, -0.050, -0.023, -0.737, 0.845, 0.014, -0.043, 0.104, 0.106, 0.095, 0.115, 0.161, 0.099, 0.103, 0.077]
}

***

Sequential ΔE to the lowest compared entry with this formula, charge and spin output: 86.8, 0.0, 0.0 kcal/mol